Entry 1:
Formula: C17H22N2O5
Source: OMol25
Level of theory: ωB97M-V with the def2-TZVPD basis set

Element x y z (Å)
C -7.833 -0.179 -0.329
C -6.793 0.922 -0.868
O -5.566 0.313 -1.055
C -4.974 0.416 0.313
O -5.492 0.758 1.468
C -3.555 0.030 -0.003
C -2.766 0.010 1.150
C -1.377 -0.523 1.159
C -0.971 -0.723 -0.034
N 0.307 -1.457 -0.078
C 1.428 -1.614 0.759
O 1.258 -1.199 1.952
C 2.797 -1.900 0.069
C 3.292 -0.947 -0.687
O 4.784 -1.278 -1.091
C 5.630 -1.159 -0.060
C 5.729 0.572 -0.074
N 4.299 1.232 -0.156
C 4.179 2.461 0.592
C 4.567 3.333 -0.475
C 3.212 0.511 -0.295
O 2.031 0.920 -0.172
C -1.836 -0.798 -1.285
C -3.006 -0.616 -1.214
H -7.824 -1.190 -1.032
H -9.017 0.231 -0.528
H -7.494 -0.531 0.596
H -7.012 1.337 -1.913
H -6.967 1.755 -0.211
H -3.214 0.293 2.213
H -0.923 -0.417 2.279
H 0.702 -1.731 -0.997
H 2.477 -2.907 -0.259
H 3.305 -2.204 0.890
H 2.818 -0.972 -1.735
H 5.238 -1.374 1.045
H 6.636 -1.421 -0.232
H 6.089 1.010 -1.060
H 6.226 0.898 0.636
H 4.728 2.543 1.759
H 3.070 2.595 0.816
H 4.372 4.391 -0.058
H 5.692 3.570 -0.639
H 4.050 3.346 -1.545
H -1.351 -1.250 -2.260
H -3.635 -0.327 -1.941

Properties
HOMO energy   -8.60 eV
Molecular weight   334.37 g mol⁻¹
Energy relative to the best compared isomer or geometry (same formula, charge and spin)   311.4 kcal/mol
Electronic energy   -1146.28491 Ha
SMILES   CCOC(=O)c1ccc(NC(=O)C[C@@H]2OCCN(CC)C2=O)cc1
Kohn-Sham gap   8.642 eV
Maximum force   0.3134 hartree/bohr
E_LUMO   0.039 eV

***

Entry 2:
Formula: C17H22N7OPdS
Source: OMol25
Level of theory: ωB97M-V with the def2-TZVPD basis set

Element x y z (Å)
Pd 0.120 -1.731 0.208
N 1.135 0.267 1.838
C 0.486 1.429 1.791
C 0.965 2.583 2.409
C 0.281 3.787 2.319
C -0.902 3.892 1.627
C -1.430 2.762 0.979
C -2.627 2.781 0.234
C -3.064 1.644 -0.387
C -2.292 0.476 -0.283
N -1.180 0.421 0.406
C -0.740 1.520 1.045
H 1.978 0.170 2.377
H 0.691 -0.620 1.494
H 1.893 2.526 2.959
H 0.693 4.657 2.813
H -1.434 4.832 1.573
H -3.177 3.710 0.164
H -3.980 1.630 -0.959
H -2.586 -0.434 -0.793
S 3.800 -0.484 0.378
C 2.903 0.475 -0.644
N 3.410 1.679 -1.008
C 2.717 2.660 -1.808
C 1.215 2.393 -1.759
C 0.997 0.916 -2.076
N 1.724 0.102 -1.133
H 4.313 1.899 -0.620
H 3.063 2.613 -2.852
H 2.947 3.659 -1.424
H 0.697 3.019 -2.486
H 0.829 2.618 -0.764
H 1.346 0.710 -3.099
H -0.058 0.642 -2.018
H 1.254 -0.772 -0.738
O 0.608 -4.073 4.080
C 0.541 -3.357 3.131
N 0.460 -2.622 2.221
C -1.921 -4.980 -1.898
N -1.266 -4.238 -0.848
C -1.660 -4.545 0.509
C -0.759 -3.040 -1.142
N -0.472 -2.179 -1.910
H -1.735 -6.048 -1.746
H -1.517 -4.677 -2.861
H -3.009 -4.810 -1.902
H -1.452 -5.592 0.742
H -2.731 -4.357 0.666
H -1.078 -3.911 1.196

Properties
HOMO energy   -4.24 eV
Net charge   -1
Molecular weight   478.90 g mol⁻¹
Energy relative to the best compared isomer or geometry (same formula, charge and spin)   38.3 kcal/mol
Electronic energy   -1645.67195 Ha
Kohn-Sham gap   6.967 eV
Maximum force   0.0507 hartree/bohr
E_LUMO   2.728 eV

***

Entry 3:
Formula: C17H22O8
Source: OMol25
Level of theory: ωB97M-V with the def2-TZVPD basis set

Element x y z (Å)
C 4.671 -0.244 2.697
C 4.055 0.434 1.330
H 3.399 1.278 1.622
H 4.912 0.628 0.656
O 3.406 -0.576 0.524
C 2.105 -0.602 1.150
O 1.686 0.086 2.162
C 1.236 -1.714 0.149
C 0.037 -2.297 0.911
O -1.096 -2.034 0.567
O 0.307 -2.978 2.114
C -0.582 -3.681 2.824
C -0.841 -4.838 2.050
H -1.790 -5.312 2.914
H -0.110 -5.585 1.985
H -1.399 -4.622 1.363
H 0.040 -3.529 3.738
H -1.344 -2.781 2.954
H 1.784 -2.455 -0.073
C 0.883 -0.925 -1.030
O 1.483 -1.512 -2.172
C -0.061 0.141 -0.986
C -0.696 0.738 0.005
C -1.502 1.853 -0.052
C -1.988 2.033 -1.632
C -1.330 1.693 -2.698
C -0.226 0.683 -2.542
H -0.080 0.061 -3.304
O -1.545 2.178 -3.770
C -1.061 1.589 -5.006
H -1.606 1.963 -5.879
H -1.321 0.351 -5.150
H -0.037 1.609 -5.045
O -2.602 3.310 -1.532
C -3.215 3.834 -2.662
H -4.024 3.045 -3.162
H -4.006 4.481 -2.453
H -2.554 4.468 -3.102
O -2.118 2.427 0.835
C -1.906 1.922 2.287
H -2.422 2.805 2.795
H -2.174 0.990 2.502
H -0.711 2.030 2.448
H -0.199 0.448 0.910
H 5.226 -1.381 2.423
H 3.874 -0.475 3.232
H 5.442 0.463 3.104

Properties
HOMO energy   -7.39 eV
Molecular weight   354.35 g mol⁻¹
Energy relative to the best compared isomer or geometry (same formula, charge and spin)   350.9 kcal/mol
Electronic energy   -1262.32773 Ha
Kohn-Sham gap   6.576 eV
Maximum force   0.2453 hartree/bohr
E_LUMO   -0.818 eV

***

Entry 4:
Formula: C17H23ClO4
Source: OMol25
Level of theory: ωB97M-V with the def2-TZVPD basis set

Element x y z (Å)
C 1.955 6.151 2.528
C 2.461 5.243 1.249
H 2.000 5.447 0.375
H 3.608 5.451 1.139
O 2.300 4.010 1.257
C 3.090 3.363 2.225
O 3.995 3.902 2.804
C 2.798 1.782 2.314
C 3.053 1.208 3.670
O 3.708 0.912 2.545
H 3.508 1.730 4.633
H 2.462 0.403 4.080
C 1.552 1.402 1.295
C 1.998 1.110 0.120
C 0.956 0.790 -0.992
C 0.208 -0.471 -0.553
C -0.901 -0.841 -1.773
C -1.481 -2.206 -1.375
O -2.378 -2.675 -2.410
C -3.199 -3.622 -2.235
C -4.018 -3.770 -3.404
C -4.935 -4.825 -3.198
C -4.792 -5.932 -2.326
C -3.920 -5.699 -1.271
C -2.790 -4.818 -1.434
H -2.329 -4.651 -0.627
H -3.825 -6.420 -0.823
Cl -5.764 -7.408 -2.417
H -5.714 -4.879 -4.108
H -4.279 -2.981 -4.090
H -0.595 -3.175 -1.393
H -1.794 -2.280 -0.498
H -0.350 -1.003 -2.649
H -1.586 -0.085 -1.789
H 1.058 -1.255 -0.682
H -0.173 -0.748 0.494
H 1.354 0.762 -2.042
H -0.106 1.618 -0.639
H 2.459 2.103 -0.241
H 2.830 0.434 0.193
H 1.016 0.404 1.903
H 0.667 2.164 1.811
H 2.599 5.987 3.423
H 2.174 7.354 2.242
H 1.118 6.013 2.672

Properties
HOMO energy   -8.19 eV
Molecular weight   326.82 g mol⁻¹
Energy relative to the best compared isomer or geometry (same formula, charge and spin)   352.3 kcal/mol
Electronic energy   -1422.15503 Ha
Kohn-Sham gap   8.804 eV
Maximum force   0.3463 hartree/bohr
E_LUMO   0.612 eV

***

Entry 5:
Formula: C17H23F2N3OS
Source: OMol25
Level of theory: ωB97M-V with the def2-TZVPD basis set

Element x y z (Å)
C -4.576 -0.723 -1.315
C -3.420 0.262 -1.180
N -3.464 0.991 0.077
C -4.636 1.821 0.285
C -4.876 2.920 -0.757
C -2.213 1.642 0.437
C -1.766 1.136 1.820
N -1.756 -0.312 1.857
C -0.744 -0.971 1.247
N 0.423 -0.500 1.001
C 1.260 -1.429 0.438
C 2.623 -1.008 0.125
C 3.225 -0.039 0.924
C 4.514 0.396 0.679
C 5.215 -0.140 -0.389
O 6.529 0.211 -0.740
C 7.206 1.114 -0.035
F 7.366 0.774 1.272
F 6.613 2.337 -0.005
C 4.623 -1.088 -1.213
C 3.336 -1.516 -0.960
C 0.718 -2.670 0.257
C 1.336 -3.930 -0.237
S -0.944 -2.674 0.800
H -4.658 -1.330 -0.417
H -4.394 -1.379 -2.162
H -5.520 -0.210 -1.479
H -3.402 0.932 -2.056
H -2.485 -0.307 -1.184
H -5.510 1.166 0.322
H -4.529 2.278 1.272
H -5.708 3.545 -0.443
H -3.995 3.549 -0.868
H -5.118 2.491 -1.727
H -1.432 1.389 -0.285
H -2.302 2.733 0.462
H -0.759 1.489 2.044
H -2.458 1.476 2.592
H -2.673 -0.712 1.709
H 2.666 0.372 1.749
H 4.948 1.143 1.324
H 8.207 1.233 -0.479
H 5.186 -1.472 -2.048
H 2.877 -2.227 -1.628
H 1.161 -4.062 -1.306
H 2.409 -3.918 -0.056
H 0.900 -4.783 0.279

Properties
HOMO energy   -7.55 eV
Molecular weight   355.45 g mol⁻¹
Energy relative to the best compared isomer or geometry (same formula, charge and spin)   0.8 kcal/mol
Electronic energy   -1499.02985 Ha
SMILES   CCN(CC)CCNc1nc(-c2ccc(OC(F)F)cc2)c(C)s1
Kohn-Sham gap   8.259 eV
Maximum force   0.0301 hartree/bohr
E_LUMO   0.713 eV